The following is a quantum chemistry calculation of a 5-piece molecular cluster, C20H38ClNO9 overall, from OMol25.

As for the HOMO-LUMO gap: 0.3624 Eh. The calculation puts the LUMO energy at 0.48 eV. The HOMO energy is -0.345 Ha. Its max |F| is 0.47 eV Å⁻¹.

The geometry in ORCA input format:
```
! wB97M-V def2-TZVPD RIJCOSX def2/J DEFGRID3
* xyz 0 1
O -0.128 3.960 2.495
C -0.755 3.439 1.601
C -2.169 3.716 1.138
C -2.721 2.315 0.877
Cl -3.698 1.715 2.245
C -1.457 1.433 0.706
N -0.327 2.385 0.816
H -2.073 4.199 0.162
H -2.757 4.345 1.795
H -3.365 2.291 0.006
H -1.416 0.747 1.549
H -1.445 0.879 -0.223
H 0.543 1.976 1.131
C 3.532 1.822 6.015
C 3.184 2.249 4.605
O 2.290 1.331 3.962
C 0.948 1.394 4.127
C 0.363 2.291 5.184
O 0.267 0.693 3.426
H 2.655 1.824 6.662
H 4.268 2.506 6.439
H 3.953 0.817 6.011
H 2.778 3.260 4.569
H 4.072 2.235 3.974
H 0.211 1.715 6.098
H -0.602 2.633 4.821
H 0.973 3.158 5.417
C 2.519 4.559 -0.707
C 1.181 4.582 -1.414
O 0.905 5.854 -2.016
C 1.358 6.196 -3.240
C 2.352 5.302 -3.947
O 0.993 7.235 -3.717
H 3.348 4.702 -1.401
H 2.655 3.600 -0.205
H 2.557 5.349 0.043
H 1.092 3.782 -2.150
H 0.378 4.440 -0.696
H 3.354 5.657 -3.701
H 2.204 5.427 -5.016
H 2.286 4.250 -3.687
C -4.348 -3.716 -3.453
C -2.971 -3.359 -2.939
O -2.940 -2.042 -2.365
C -3.247 -1.816 -1.072
C -3.754 -2.942 -0.203
O -3.145 -0.693 -0.653
H -5.075 -3.768 -2.642
H -4.318 -4.691 -3.941
H -4.692 -2.975 -4.175
H -2.605 -4.096 -2.231
H -2.260 -3.303 -3.764
H -4.844 -2.937 -0.252
H -3.463 -2.720 0.820
H -3.396 -3.930 -0.478
C 2.781 -6.104 -1.201
C 1.766 -7.225 -1.165
O 0.446 -6.749 -0.862
C -0.385 -6.255 -1.797
C 0.115 -6.014 -3.201
O -1.506 -5.968 -1.466
H 2.573 -5.396 -2.004
H 3.780 -6.513 -1.359
H 2.775 -5.561 -0.256
H 1.760 -7.802 -2.090
H 1.986 -7.916 -0.354
H 0.465 -4.982 -3.257
H -0.728 -6.124 -3.878
H 0.923 -6.667 -3.516
*
```